Below is 4 unconnected molecules or ions with the total composition C38H57BClF7N4O14S3 at a distorted geometry, with properties calculated with ωB97M-V/def2-TZVPD.

The geometry in XYZ format:
```
125
Properties=species:S:1:pos:R:3:forces:R:3
C -5.195723 0.681752 1.120194 0.6907 0.2744 0.1335
C -4.475181 0.277147 2.407124 -0.5069 -0.1935 0.0435
N -3.467844 -0.763262 2.197109 -0.0886 0.0717 -0.2814
N -2.371714 -0.319554 1.349145 0.2159 -0.3965 1.1623
C -1.798407 -1.485972 0.739354 -0.4607 0.4788 -0.6836
C -2.193308 -1.749904 -0.560288 -0.6188 0.2938 -1.0051
C -3.136144 -0.830025 -1.315632 0.9970 -0.3454 -0.4503
C -2.959064 -0.880978 -2.853314 -0.7112 -0.0114 -0.4424
C -3.947714 -1.844151 -3.539264 0.4851 -0.3016 0.2884
O -3.183724 0.434579 -3.378849 0.0529 -0.0226 0.1914
C -1.712234 -2.886217 -1.181417 -0.1530 -0.1009 -0.1579
C -0.835683 -3.704248 -0.530146 0.5179 -1.5600 -0.6629
C -0.393808 -3.448907 0.742360 0.4606 0.4029 -0.1774
S 0.777011 -4.523464 1.521526 -0.9341 -0.9109 2.8781
O 1.628982 -3.905055 2.484844 0.7787 0.9502 -1.0511
O 0.029379 -5.589904 2.121269 -0.5219 -0.6663 -1.1295
C 1.884351 -5.353664 0.269706 0.3524 -0.1792 -0.0754
F 1.149418 -6.050622 -0.613688 0.0549 0.3673 -0.2817
F 2.569209 -6.260443 0.977434 -0.0143 0.2945 0.3422
C 2.948394 -4.458712 -0.429011 0.0940 0.1578 -0.5706
F 3.671741 -3.758977 0.457691 -0.3713 -0.0634 0.2161
F 3.815511 -5.261369 -1.078634 -0.4042 -0.2393 -0.0547
C 2.415271 -3.436988 -1.480548 1.1008 0.6468 -0.6881
F 1.553271 -3.958774 -2.349331 -0.0940 -0.0011 0.3900
F 1.917995 -2.340408 -0.909464 -0.3905 -0.4237 0.1327
F 3.483776 -3.022820 -2.195768 -0.2302 -0.2557 0.4841
C -0.910058 -2.327478 1.373872 0.6113 0.8013 1.7726
S -0.466657 -1.908939 3.052250 0.1274 -0.0458 0.1162
C -0.498546 -0.133892 2.956018 -0.5030 -1.4651 -0.4917
C 0.377867 0.605414 3.717984 0.1912 -0.4289 0.4315
O 1.277736 -0.114266 4.506091 0.4534 0.1067 -0.6623
B 2.454744 -0.258616 3.734975 0.2943 0.2612 0.7855
O 3.493919 0.655523 3.977624 -0.7296 -0.0152 -0.5850
O 2.584808 -1.221645 2.787603 -0.3186 0.5570 -0.1714
C 0.346449 1.995838 3.693220 0.8160 -0.6909 0.3588
C 1.300594 2.752730 4.602122 -0.4415 0.3597 -0.2482
C 2.330611 3.650960 3.875649 -0.5128 0.5237 0.8178
S 2.768377 5.041962 5.013951 0.3740 0.1541 0.5176
C 2.077255 6.519609 4.372996 0.6799 -1.0157 -0.8769
N 1.057820 7.189737 4.734418 -0.6972 0.1077 0.4283
N 0.974068 8.277620 3.878858 -0.5409 0.2586 0.6055
C 1.956873 8.179610 3.075305 -0.1879 0.1053 -0.2180
O 2.710860 7.090451 3.299711 0.2861 0.2259 -0.3154
C -0.570366 2.587098 2.836394 0.3675 1.3655 0.2047
C -0.620981 4.114782 2.743841 -0.1207 0.0968 0.4783
O -1.886427 4.662316 3.065927 -0.0207 -0.0288 -0.1851
C -2.354437 4.219018 4.318646 -0.0840 -0.1718 0.3925
C -1.430382 1.818941 2.079333 -0.5733 0.8040 -0.6453
Cl -2.557774 2.675811 1.059290 0.2396 -0.3319 -0.2158
C -1.428747 0.442161 2.116636 -0.1692 0.3582 -0.3122
H -5.743856 1.607287 1.319393 -0.2564 -0.2780 -0.1283
H -5.833051 -0.117705 0.736543 -0.0952 0.1351 0.1904
H -4.460021 0.922526 0.354319 -0.1099 -0.0333 0.0118
H -5.237693 -0.161254 3.064045 0.3166 -0.0580 0.0939
H -4.077632 1.149113 2.947567 0.0248 0.0188 -0.2565
H -3.058666 -1.044247 3.086848 -0.1997 -0.0812 -0.0082
H -2.891001 0.194229 -1.030452 -0.4584 -0.0853 0.1878
H -4.164046 -1.120543 -1.077951 0.0334 0.4603 0.2134
H -1.933946 -1.145492 -3.135935 -0.0433 0.0948 0.1773
H -4.130918 -1.539135 -4.573882 -0.0696 0.0155 0.1566
H -3.552546 -2.864485 -3.602201 -0.0899 0.1048 0.0935
H -4.877537 -1.895784 -2.964691 -0.0550 0.0781 -0.3111
H -4.031488 0.431557 -3.832811 0.0390 0.0957 0.0426
H -2.007001 -3.166161 -2.183064 -0.0457 0.1335 0.0464
H -0.482675 -4.590216 -1.048699 -0.0872 0.1334 0.0739
H 3.693389 1.055348 3.120746 0.6007 -0.0092 0.2238
H 3.326259 -1.017588 2.206409 0.1317 -0.4402 0.1116
H 1.852824 2.059412 5.233845 -0.1567 -0.0466 -0.0935
H 0.682510 3.356169 5.276569 0.1731 0.0851 -0.1425
H 1.964114 4.103164 2.956569 0.2677 -0.3185 -0.1185
H 3.263451 3.104661 3.757967 -0.0246 0.2118 -0.3502
H 2.126813 8.891629 2.282893 0.4782 -0.3429 -0.0975
H -0.331133 4.456538 1.744459 -0.3661 -0.0854 0.0072
H 0.093933 4.574112 3.437654 -0.0666 -0.2811 -0.0154
H -3.147240 4.885530 4.663711 0.2016 0.1049 -0.1681
H -1.541922 4.207847 5.060654 -0.1481 0.1109 -0.0216
H -2.788193 3.206764 4.285138 0.1670 0.0769 -0.1818
C -8.025408 -7.006673 -4.516306 -0.0455 -0.0345 0.0603
O -7.808867 -6.695114 -3.151200 0.0555 0.0725 -0.2128
C -6.505691 -6.190679 -2.899095 -0.2418 -0.0975 0.3998
C -6.522575 -4.690748 -2.700484 0.3873 0.0556 -0.3211
O -6.835835 -4.013299 -3.911697 -0.2119 -0.0244 0.1608
C -8.172047 -3.540183 -3.934395 0.0560 0.0654 -0.0970
H -9.081511 -7.240329 -4.642092 0.0052 -0.0142 0.0736
H -7.771533 -6.165143 -5.166065 0.0370 -0.0209 -0.0113
H -7.436418 -7.883992 -4.804001 0.0148 0.0343 -0.0822
H -5.817077 -6.465627 -3.703527 -0.0128 0.0642 -0.0354
H -6.153664 -6.663061 -1.976363 0.0579 0.0201 -0.0126
H -5.520397 -4.364349 -2.401237 -0.0044 -0.0288 0.0584
H -7.218960 -4.412422 -1.904354 -0.0453 -0.0565 -0.0193
H -8.292791 -2.708005 -3.232318 -0.0834 -0.0277 0.0240
H -8.883151 -4.332431 -3.688876 -0.0010 0.0115 0.0395
H -8.382185 -3.179559 -4.940388 0.0711 0.0048 -0.0017
C 8.735830 6.242753 1.791096 0.0738 -0.0125 0.0496
O 8.759327 5.754635 3.120422 -0.1397 0.0262 -0.1827
C 7.536978 5.973781 3.811736 0.3452 -0.1645 0.2396
C 6.722296 4.703742 3.912689 -0.3950 0.2117 -0.0860
O 6.230564 4.298586 2.638708 0.1512 -0.1548 -0.0013
C 6.958481 3.214136 2.090400 -0.1038 0.0419 -0.0302
H 9.643876 5.903867 1.294514 0.0242 -0.0033 0.0689
H 7.871106 5.864973 1.239065 -0.0201 0.0425 0.0027
H 8.723671 7.337948 1.788226 -0.0552 0.0012 -0.0763
H 6.955103 6.768213 3.335114 -0.0387 -0.0487 -0.0373
H 7.797075 6.304664 4.822141 -0.0613 0.0140 0.0088
H 5.849277 4.895533 4.543112 0.0097 0.0144 0.0447
H 7.306211 3.904284 4.377857 0.0704 0.0226 -0.0467
H 6.756934 2.296064 2.654441 0.1062 -0.0346 0.0043
H 8.033024 3.411532 2.086741 0.0091 -0.0372 0.0330
H 6.625045 3.072434 1.062639 -0.0469 0.0426 0.0190
C 3.239176 -2.644130 -5.015134 0.0956 0.0382 -0.2425
O 3.665842 -1.882885 -6.131058 -0.2288 -0.0492 0.0925
C 2.640734 -1.699084 -7.097122 0.4221 0.1467 -0.1403
C 2.052488 -0.307185 -7.021895 -0.4335 -0.1471 -0.0040
O 1.315460 -0.120689 -5.820892 0.2071 0.0292 0.0684
C 2.014477 0.646599 -4.857374 -0.0855 -0.0102 0.0036
H 4.025806 -2.612644 -4.271281 0.1267 0.0537 -0.1347
H 2.322536 -2.237443 -4.579395 -0.0184 -0.0256 -0.0136
H 3.076709 -3.687450 -5.309880 -0.0904 -0.0122 0.0791
H 1.856821 -2.453874 -6.984083 -0.0343 0.0374 0.0434
H 3.101246 -1.834811 -8.081118 -0.0586 0.0019 -0.0242
H 1.349471 -0.177145 -7.850971 0.0435 0.0061 -0.0332
H 2.836445 0.449011 -7.122083 0.0467 -0.0389 0.0380
H 2.082988 1.690987 -5.179913 0.0794 0.0103 0.0402
H 3.018027 0.251247 -4.679317 0.0207 0.0259 -0.0251
H 1.450994 0.606888 -3.925747 -0.0629 -0.0096 -0.0500
```
Forces are in eV/Å.

Values from the calculation:
SMILES string = CCNN1c2c(C[C@@H](C)O)ccc(S(=O)(=O)C(F)(F)C(F)(F)C(F)(F)F)c2Sc2c(OB(O)O)c(CCSc3nnco3)c(COC)c(Cl)c21.COCCOC.COCCOC.COCCOC
Total charge = 0
Frontier orbital gap = 8.386 eV